[1]
37
Properties=species:S:1:pos:R:3:forces:R:3 method="wB97M-V/def2-TZVPD" homo_energy_ev=-9.7 energy_ha=-986.8366 de_lowest_kj_mol=908.85 homo_lumo_gap_ev=9.863 multiplicity=1 molar_mass_g_mol=274.3
C 2.175130 -1.913795 1.398031 -2.3 -0.1 1.4
C 0.597572 -1.565774 1.273701 -1.2 0.2 0.0
C 2.428878 -2.929984 0.213488 2.2 -2.6 -0.3
C 2.098300 -2.259970 -1.296295 -0.6 -3.4 1.5
C 2.308845 -0.803225 -1.322049 -0.5 3.7 2.1
C -1.149909 0.183784 0.617181 -0.8 -5.0 1.8
C -1.328050 -0.221504 -0.888480 0.8 2.0 -5.6
C -1.152050 1.602694 0.938819 -2.1 5.1 -1.1
C -2.580872 2.442559 0.924840 -1.0 -2.2 -0.6
C -2.497183 3.663693 0.045802 -2.5 1.1 -3.2
H 2.994079 -1.260289 3.562793 -2.1 -3.9 -2.2
H 3.836153 -2.195855 2.503972 -3.7 -1.7 1.9
H 2.532120 -0.928465 1.202774 1.3 0.0 0.0
H 1.847884 -3.916186 0.354710 0.1 2.0 -0.3
H 3.594867 -3.592730 0.272397 -3.1 2.9 -0.2
H 2.766015 -2.754593 -2.084465 -1.1 0.4 1.1
H 0.889332 -2.421746 -1.553388 3.5 0.0 0.8
H 1.117488 0.633822 -2.160840 -0.3 2.7 0.1
H 0.807170 -0.857392 -2.760968 0.0 -0.3 0.0
H 0.893842 0.385524 0.831356 1.9 1.7 -0.8
H -1.824018 -0.678178 1.186760 1.0 2.8 -1.0
H -0.450731 2.063673 1.755283 -1.7 -1.7 -1.0
H -0.696941 2.045980 0.028186 0.1 -0.2 0.3
H -2.863215 2.732947 1.927327 0.3 0.3 0.2
H -3.666791 1.899434 0.534748 3.5 0.9 0.8
H -2.827252 4.145758 -2.036389 0.1 0.8 1.1
H -2.349690 2.564812 -1.934794 0.0 1.8 2.4
H -1.686483 -2.173998 -0.382833 0.7 1.9 -2.7
N 2.668118 -2.400503 2.965402 5.2 5.8 -3.2
N 1.397689 -0.281769 -2.196681 1.8 -1.5 0.1
N 0.155626 -0.161400 1.121877 1.3 -5.4 0.6
N -2.474072 3.482719 -1.359659 0.9 -3.6 -1.6
O -0.255021 -2.443727 1.229966 0.6 0.7 0.0
O 2.959584 -0.062059 -0.483122 -1.7 -2.4 -3.5
O -1.156662 0.634255 -1.873392 -1.2 -4.4 5.2
O -2.805395 4.794945 0.358611 0.7 0.0 1.6
O -1.561171 -1.593003 -1.281243 0.1 1.8 4.3



[2]
37
Properties=species:S:1:pos:R:3:forces:R:3 method="wB97M-V/def2-TZVPD" homo_energy_ev=-9.2 energy_ha=-987.0872 de_lowest_kj_mol=251.00 homo_lumo_gap_ev=9.456 multiplicity=1 molar_mass_g_mol=274.3
N 3.996935 -2.320991 -1.356426 -3.3 -0.8 -0.8
C 3.751627 -1.458891 -0.368797 2.5 1.1 3.1
O 4.677709 -0.841865 0.192900 -0.6 -0.6 -0.9
C 2.392510 -1.418731 0.317789 -0.5 -1.2 -2.0
C 2.059066 -0.395443 1.443939 0.7 -0.9 -0.9
C 1.532281 0.929678 1.015407 -0.5 0.4 -1.3
N 0.396242 0.717293 0.055587 2.3 -0.3 0.9
C -0.736126 0.339440 0.586812 -2.4 2.2 -0.9
O -0.904269 0.035406 1.747370 -0.2 -0.8 1.0
C -1.943545 0.637052 -0.375157 1.9 0.4 1.1
N -1.479424 1.468177 -1.499015 0.3 -2.5 0.4
C -2.338256 -0.708373 -0.794531 -1.5 -3.2 -2.8
C -3.479502 -1.315673 0.021410 -0.2 -0.7 -0.1
C -4.761352 -0.470979 -0.077045 -1.1 0.7 -2.7
N -5.711861 -0.751976 0.912559 1.1 0.1 0.2
O -5.042337 0.219110 -1.082654 1.0 -1.2 2.8
C 2.387340 1.799771 0.134184 -0.7 1.6 -0.3
O 1.902557 2.800008 -0.306977 -0.4 1.2 -0.1
O 3.563334 1.419098 -0.259725 0.4 0.6 -0.3
H 3.172554 -2.840539 -1.681751 0.9 0.3 0.0
H 4.871030 -2.676040 -1.637162 1.2 0.2 0.0
H 1.697863 -1.579403 -0.585904 0.0 0.6 1.8
H 2.426126 -2.374960 0.853421 -0.2 -0.1 -0.2
H 2.934689 -0.310800 2.110090 -0.4 -0.1 -0.1
H 1.204670 -0.837716 1.929937 0.1 -0.3 0.7
H 1.230672 1.532317 1.912824 -0.1 -0.6 -1.0
H 0.468667 0.929900 -0.950102 -0.3 0.5 1.2
H -2.686473 1.112496 0.284072 0.1 0.0 -0.5
H -1.581030 0.854326 -2.314136 -0.3 1.2 0.0
H -2.017367 2.283232 -1.500781 -0.8 1.4 -0.8
H -1.450120 -1.402065 -0.989913 -1.0 0.7 1.0
H -2.799074 -0.765203 -1.810374 0.3 0.9 0.3
H -3.837642 -2.326834 -0.405820 0.9 1.2 0.9
H -3.146542 -1.362631 1.062654 -0.3 -0.5 0.0
H -5.297817 -1.360211 1.602280 -0.1 -0.1 0.2
H -6.070729 0.055965 1.396719 -0.5 0.3 -0.4
H 3.707067 0.599478 0.183631 1.7 -1.5 0.6